Record 1
A 2-piece molecular cluster, C2H4BrN2 overall. Source: the Open Molecules 2025 dataset; level of theory: the ωB97M-V functional and the def2-TZVPD basis.

Computed properties:
Relative energy (zero: lowest compared OMol25 entry of this formula, charge and spin) ... 133.6 kcal/mol
Spin multiplicity ... 1
Frontier orbital gap (spin up / spin down) ... 0.252 / 0.250 Ha
M ... 135.97 g/mol
Net charge ... +1

Last column: natural (NBO) charge in e.
CARTESIAN COORDINATES (ANGSTROEM)
C 1.79 0.48 -1.38  0.0296
C -1.20 0.17 0.25  0.1676
N 0.02 0.47 0.48  -0.1972
N -2.11 0.40 1.21  -0.7764
Br 3.07 -0.73 -1.60  0.4718
H 2.09 1.52 -1.64  0.2081
H -1.55 -0.13 -0.73  0.2338
H -3.08 -0.11 1.30  0.4486
H -1.76 0.90 2.00  0.4142

=====

Record 2
An isolated molecule of C2H4BrNS. Source: the Open Molecules 2025 dataset; level of theory: the ωB97M-V functional and the def2-TZVPD basis.

Computed properties:
SMILES ... CNC(=S)Br
Relative energy (zero: lowest compared OMol25 entry of this formula, charge and spin) ... 1.1 kcal/mol
Spin multiplicity ... 1
Frontier orbital gap ... 0.318 Ha
M ... 154.03 g/mol
Net charge ... 0

Last column: natural (NBO) charge in e.
CARTESIAN COORDINATES (ANGSTROEM)
C -1.25 0.45 -0.09  0.0285
C 1.10 -0.52 -0.05  -0.4263
N 0.05 0.48 0.12  -0.5939
S -2.27 1.84 -0.04  -0.1529
Br -2.04 -1.29 -0.17  0.0749
H 0.61 -1.50 0.19  0.2257
H 1.51 -0.58 -1.16  0.2135
H 1.82 -0.18 0.71  0.2155
H 0.47 1.31 0.48  0.4148

=====

Record 3
C2H4BrO2S as an isolated structure. Source: the Open Molecules 2025 dataset; level of theory: the ωB97M-V functional and the def2-TZVPD basis.

Computed properties:
Relative energy (zero: lowest compared OMol25 entry of this formula, charge and spin) ... 53.2 kcal/mol
Spin multiplicity ... 1
Frontier orbital gap (spin up / spin down) ... 0.199 / 0.240 Ha
M ... 172.02 g/mol
Net charge ... -1

Last column: natural (NBO) charge in e.
CARTESIAN COORDINATES (ANGSTROEM)
C 0.53 -0.35 0.05  -0.5810
C -0.72 -1.12 -0.22  -0.5173
O 2.08 1.61 -2.14  -0.9385
O 3.52 0.76 -0.36  -0.9436
S 2.70 0.44 -1.55  1.5019
Br -0.51 -2.91 0.53  -0.1717
H 1.32 -0.43 -0.85  0.0808
H 0.90 -0.66 0.98  0.2111
H 0.45 0.77 0.10  0.2028
H -0.73 -1.40 -1.30  0.1554

=====

Record 4
A 2-piece molecular cluster, C2H4BrP overall. Source: the Open Molecules 2025 dataset; level of theory: the ωB97M-V functional and the def2-TZVPD basis.

Computed properties:
Relative energy (zero: lowest compared OMol25 entry of this formula, charge and spin) ... 59.4 kcal/mol
Spin multiplicity ... 1
Frontier orbital gap (spin up / spin down) ... 0.289 / 0.217 Ha
M ... 138.93 g/mol
Net charge ... 0

Last column: natural (NBO) charge in e.
CARTESIAN COORDINATES (ANGSTROEM)
C 0.72 -0.21 -0.66  -0.6775
C -0.78 -0.05 -0.31  -0.6696
P 2.07 -0.08 0.31  0.7219
Br 0.31 0.98 3.16  -0.3755
H 1.05 -0.56 -1.76  0.2637
H -1.30 -0.93 -0.72  0.2307
H -1.16 0.82 -0.86  0.2388
H -0.91 0.03 0.84  0.2674

=====

The following F_max values (in eV/Å) correspond, in order, to the records above: 3.209, 2.977, 2.352, 2.695.